{
  "formula": "C4H7NO",
  "method": "ωB97M-V/def2-TZVPD",
  "species": ["N", "C", "O", "C", "C", "C", "H", "H", "H", "H", "H", "H", "H"],
  "positions_angstrom": [[1.634, -0.830, -0.410], [0.712, 0.622, 0.035], [1.150, 1.598, -0.475], [-0.375, 0.050, 0.718], [-1.335, -0.355, -0.492], [-1.725, 0.680, 0.524], [2.095, -1.299, 0.367], [2.315, -0.610, -1.135], [-0.173, -0.730, 1.450], [-1.003, 0.167, -1.408], [0.888, -1.433, -0.778], [-2.449, 0.389, 1.288], [-1.734, 1.752, 0.317]],
  "atomic_forces_ev_per_a": [[0.160, -0.117, -0.075], [0.152, 0.505, -0.370], [-0.275, -0.676, 0.387], [0.108, 0.000, 0.174], [-0.100, 0.094, -0.209], [-0.041, 0.101, 0.193], [-0.091, 0.109, -0.098], [-0.113, 0.011, 0.124], [-0.029, 0.146, -0.153], [-0.004, -0.075, 0.167], [0.079, 0.068, 0.046], [0.133, 0.032, -0.148], [0.020, -0.196, -0.039]],
  "mulliken_charge": [-0.556, 0.536, -0.498, -0.308, -0.526, -0.481, 0.314, 0.303, 0.207, 0.142, 0.387, 0.253, 0.227],
  "e_homo_ev": -6.809,
  "e_above_lowest_kcal_mol": 116.21,
  "lumo_ev": 0.22,
  "total_energy_ev": -7794.605
}